(1)
# C3H6N4O

C3H6N4O in the gas phase at a distorted geometry (the ωB97M-V functional and the def2-TZVPD basis, the Open Molecules 2025 dataset).

Each atom is followed by the atoms it is bonded to, with distances in Å.
Atoms and positions in Å:
1 C 0.519 -0.719 0.625  N10 1.306, N11 1.307, N12 1.436
2 C -0.033 1.266 -0.807  H7 1.177, N12 1.410, N13 1.248
3 C -1.213 -0.694 -1.134  H9 1.162, N12 1.364, O14 1.246
4 H 1.058 -0.232 2.439  N10 0.981
5 H 0.064 0.941 1.938  N10 1.057
6 H 0.478 -2.361 -0.352  N11 1.021
7 H -1.083 1.600 -1.219  C2 1.177
8 H 1.549 1.842 0.126  N13 0.997
9 H -1.922 0.071 -1.645  C3 1.162
10 N 0.645 0.117 1.620  C1 1.306, H4 0.981, H5 1.057
11 N 0.872 -1.971 0.505  C1 1.307, H6 1.021
12 N -0.228 -0.076 -0.420  C1 1.436, C2 1.410, C3 1.364
13 N 0.840 2.111 -0.520  C2 1.248, H8 0.997
14 O -1.544 -1.896 -1.158  C3 1.246

Calculated values
LUMO energy	0.54	eV
SMILES	[H]/N=C\N(C=O)/C(N)=N\[H]
calculated total energy	-412.1373	Ha

=====

(2)
# C3H6N4O

C3H6N4O in the gas phase at a distorted geometry (the ωB97M-V functional and the def2-TZVPD basis, the Open Molecules 2025 dataset).

Each atom is followed by the atoms it is bonded to, with distances in Å.
Atoms and positions in Å:
1 C -1.108 0.015 -0.457  C2 1.415, H6 1.148, H7 1.223, N10 1.473
2 C 0.178 -0.556 -0.306  C1 1.415, C3 1.305, N11 1.371
3 C 1.232 0.150 -0.001  C2 1.305, N13 1.341, O14 1.342
4 H -1.850 -0.376 1.548  N10 1.031
5 H -2.945 -0.038 0.370  N10 1.069
6 H -1.764 -0.139 -1.387  C1 1.148
7 H -0.813 1.199 -0.376  C1 1.223
8 H 1.100 2.044 -0.660  N13 1.086
9 H 2.470 1.628 0.485  N13 1.008
10 N -2.024 -0.552 0.547  C1 1.473, H4 1.031, H5 1.069
11 N 0.336 -1.915 -0.215  C2 1.371, N12 1.251
12 N 1.557 -2.073 0.005  N11 1.251, O14 1.383
13 N 1.544 1.448 0.131  C3 1.341, H8 1.086, H9 1.008
14 O 2.087 -0.834 0.318  C3 1.342, N12 1.383

Calculated values
LUMO energy	0.54	eV
SMILES	NCc1nnoc1N
calculated total energy	-412.0641	Ha

=====

(3)
# C3H6N4O

C3H6N4O in the gas phase at a distorted geometry (the ωB97M-V functional and the def2-TZVPD basis, the Open Molecules 2025 dataset).

Each atom is followed by the atoms it is bonded to, with distances in Å.
Atoms and positions in Å:
1 C -1.036 -0.298 -0.085  N10 1.342, N11 1.309, N13 1.418
2 C 1.215 -0.493 0.019  N11 1.405, N12 1.466, O14 1.211
3 C 0.207 1.667 0.141  H7 1.117, H8 1.090, N12 1.478, N13 1.586
4 H -2.301 -1.914 0.033  N10 1.057
5 H -2.865 -0.676 0.711  N10 1.150
6 H 2.300 1.128 -0.306  N12 1.124
7 H 0.689 1.818 1.137  C3 1.117
8 H -0.077 2.543 -0.443  C3 1.090
9 H -2.061 1.577 -0.202  N13 1.123
10 N -2.232 -0.892 -0.223  C1 1.342, H4 1.057, H5 1.150
11 N -0.030 -1.137 -0.078  C1 1.309, C2 1.405
12 N 1.236 0.859 -0.548  C2 1.466, C3 1.478, H6 1.124
13 N -1.236 1.040 0.338  C1 1.418, C3 1.586, H9 1.123
14 O 2.230 -1.103 0.274  C2 1.211

Calculated values
LUMO energy	0.37	eV
SMILES	NC1=NC(=O)NCN1
calculated total energy	-412.1212	Ha

=====

Relative energy (zero: lowest compared OMol25 entry of this formula, charge and spin) values (in kJ/mol) by entry order: 188.1 380.4 230.3.